# 1
The following is a quantum chemistry calculation of one molecule with the formula C7H8N2S in a non-equilibrium geometry, from the Open Molecules 2025 dataset.

## Properties
* relative energy (zero: lowest compared OMol25 entry of this formula, charge and spin): 81.0 kcal/mol
* structure (SMILES): NN1C=CC=C2SCC=C21
* HOMO: -6.8 eV
* lowest unoccupied orbital energy: 0.83 eV
* DFT total energy: -779.1087 a.u.
* spin multiplicity: 1

Positions of all 18 atoms, in Å:
C (0.07, 2.18, -1.01)
C (0.56, 2.08, 0.33)
C (-0.23, -1.40, 0.97)
C (-0.44, 1.11, -1.66)
C (-0.12, -0.42, 0.05)
C (0.56, 0.93, 0.96)
C (0.56, -1.34, 2.16)
N (-0.38, -0.15, -1.23)
N (-1.01, -1.11, -2.07)
S (0.98, 0.37, 2.49)
H (0.16, 3.19, -1.36)
H (0.94, 2.97, 0.92)
H (-0.49, -2.47, 0.83)
H (-0.91, 1.25, -2.61)
H (0.05, -1.80, 3.06)
H (1.54, -1.92, 2.07)
H (-1.63, -1.63, -1.54)
H (-0.23, -1.84, -2.38)

These are the Mulliken partial charges, in e, on atoms 1 to 6:
1 C -0.64
2 C -0.16
3 C -0.75
4 C -0.08
5 C 0.48
6 C -0.02

=====

# 2
The following is a quantum chemistry calculation of C44H70KN5OPS as an isolated structure, from the Open Molecules 2025 dataset.

## Properties
* <S²>: 0.77
* net charge: -2
* relative energy (zero: lowest compared OMol25 entry of this formula, charge and spin): 18.9 kcal/mol
* HOMO (alpha / beta): -0.7 / -1.4 eV
* lowest unoccupied orbital energy (alpha / beta): 4.05 / 4.04 eV
* DFT total energy: -3407.0181 a.u.
* spin multiplicity: 2

Positions of all 123 atoms, in Å:
K (-0.08, 0.56, 0.85)
C (0.71, 3.61, 0.74)
C (-0.08, 3.40, 1.90)
C (0.70, 2.59, 2.79)
C (1.93, 2.35, 2.14)
C (1.95, 2.97, 0.88)
C (3.13, 3.10, -0.07)
C (3.66, 4.55, 0.00)
C (2.70, 2.81, -1.51)
C (4.26, 2.16, 0.32)
C (0.52, 2.11, 4.24)
C (1.09, 3.18, 5.19)
C (-0.91, 1.76, 4.66)
C (1.32, 0.81, 4.48)
C (-1.44, 4.08, 2.04)
C (-2.60, 3.06, 2.06)
C (-1.73, 4.99, 0.83)
C (-1.50, 4.99, 3.27)
H (0.44, 4.21, -0.12)
H (2.77, 1.81, 2.56)
H (2.88, 5.25, -0.30)
H (4.53, 4.68, -0.66)
H (3.95, 4.79, 1.02)
H (1.90, 3.48, -1.82)
H (2.33, 1.78, -1.60)
H (3.54, 2.94, -2.20)
H (4.67, 2.42, 1.30)
H (5.07, 2.22, -0.42)
H (3.91, 1.13, 0.37)
H (0.53, 4.11, 5.12)
H (2.13, 3.39, 4.92)
H (1.06, 2.83, 6.23)
H (-1.59, 2.61, 4.63)
H (-0.90, 1.40, 5.70)
H (-1.31, 0.96, 4.04)
H (2.39, 0.97, 4.38)
H (1.01, 0.03, 3.78)
H (1.13, 0.44, 5.49)
H (-2.62, 2.51, 1.11)
H (-3.56, 3.57, 2.18)
H (-2.50, 2.33, 2.85)
H (-1.76, 4.42, -0.10)
H (-0.96, 5.77, 0.74)
H (-2.70, 5.48, 0.97)
H (-1.37, 4.44, 4.20)
H (-2.45, 5.52, 3.32)
H (-0.69, 5.73, 3.21)
O (-2.17, -0.30, 1.95)
N (-3.07, -1.22, 2.14)
C (-4.25, -1.10, 1.51)
C (-5.25, -2.04, 1.58)
C (-5.03, -3.17, 2.35)
C (-3.85, -3.28, 3.06)
C (-2.85, -2.28, 3.02)
S (-1.47, -2.33, 3.98)
H (-4.34, -0.19, 0.92)
H (-6.17, -1.89, 1.03)
H (-5.77, -3.96, 2.41)
H (-3.65, -4.13, 3.69)
C (5.51, -3.01, -1.16)
C (4.64, -1.83, -1.54)
N (3.73, -1.53, -0.44)
C (3.09, -2.52, 0.28)
N (2.05, -2.22, 0.96)
C (1.41, -3.21, 1.80)
C (2.33, -4.36, 2.18)
C (3.00, -4.86, 0.91)
N (3.74, -3.77, 0.30)
C (4.58, -4.16, -0.81)
H (6.12, -2.77, -0.29)
H (6.16, -3.29, -2.00)
H (4.09, -2.05, -2.45)
H (5.24, -0.94, -1.72)
H (3.09, -0.78, -0.66)
H (0.52, -3.60, 1.28)
H (1.04, -2.72, 2.70)
H (1.78, -5.16, 2.68)
H (3.11, -3.99, 2.86)
H (2.24, -5.27, 0.23)
H (3.71, -5.66, 1.14)
H (3.98, -4.42, -1.70)
H (5.14, -5.05, -0.51)
C (-4.48, -1.17, -2.02)
C (-3.38, -0.44, -2.79)
C (-3.57, -0.66, -4.29)
C (-3.57, 1.06, -2.50)
P (-1.66, -0.86, -2.03)
C (-0.42, -0.21, -3.30)
C (-0.51, 1.27, -3.44)
C (-0.11, 1.90, -4.58)
C (0.27, 1.20, -5.73)
C (0.14, -0.20, -5.72)
C (-0.28, -0.88, -4.60)
C (-1.54, -2.77, -2.03)
C (-0.06, -3.19, -2.00)
C (-2.15, -3.19, -0.68)
C (-2.24, -3.56, -3.14)
H (-5.46, -0.74, -2.26)
H (-4.32, -1.08, -0.95)
H (-4.52, -2.23, -2.26)
H (-4.53, -0.22, -4.60)
H (-3.59, -1.71, -4.56)
H (-2.78, -0.18, -4.87)
H (-4.59, 1.37, -2.77)
H (-2.87, 1.66, -3.08)
H (-3.42, 1.27, -1.44)
H (-0.72, 1.84, -2.54)
H (-0.09, 2.99, -4.60)
H (0.58, 1.72, -6.63)
H (0.34, -0.77, -6.63)
H (-0.36, -1.95, -4.64)
H (0.46, -2.69, -1.18)
H (0.46, -2.94, -2.92)
H (0.00, -4.28, -1.85)
H (-1.64, -2.68, 0.14)
H (-2.03, -4.27, -0.53)
H (-3.21, -2.96, -0.62)
H (-1.86, -3.31, -4.13)
H (-3.32, -3.42, -3.13)
H (-2.04, -4.63, -2.98)
N (2.08, -0.10, -3.03)
C (1.00, -0.29, -2.43)
H (2.08, 0.09, -4.04)

These are the Mulliken partial charges, in e, on atoms 1 to 6:
1 K 1.47
2 C -0.27
3 C -0.36
4 C 0.05
5 C -0.57
6 C -0.42

=====

# 3
The following is a quantum chemistry calculation of C30H29N4OPPtS2 as an isolated structure in a non-equilibrium geometry, from the Open Molecules 2025 dataset.

## Properties
* net charge: +2
* relative energy (zero: lowest compared OMol25 entry of this formula, charge and spin): 79.2 kcal/mol
* HOMO (alpha / beta): -13.3 / -13.3 eV
* lowest unoccupied orbital energy (alpha / beta): -6.98 / -6.98 eV
* DFT total energy: -2711.3838 a.u.
* spin multiplicity: 1

Positions of all 68 atoms, in Å:
Pt (0.10, -0.73, 0.15)
O (0.04, -0.57, 3.08)
N (0.39, 0.07, 1.93)
C (0.94, 1.21, 2.08)
C (1.47, 2.05, 0.97)
C (1.29, 3.42, 1.14)
C (1.76, 4.32, 0.20)
C (2.47, 3.86, -0.90)
C (2.70, 2.50, -1.05)
C (2.18, 1.57, -0.16)
P (2.46, -0.23, -0.38)
C (4.24, -0.45, -0.53)
C (5.10, 0.40, 0.17)
C (6.47, 0.21, 0.08)
C (6.97, -0.84, -0.69)
C (6.11, -1.69, -1.36)
C (4.74, -1.51, -1.28)
C (1.67, -0.73, -1.97)
C (1.71, -0.07, -3.19)
C (0.87, -0.47, -4.22)
C (-0.04, -1.51, -4.05)
C (-0.06, -2.22, -2.87)
C (0.81, -1.86, -1.83)
H (-0.15, -1.49, 2.79)
H (1.04, 1.57, 3.10)
H (0.78, 3.78, 2.03)
H (1.60, 5.38, 0.34)
H (2.87, 4.56, -1.62)
H (3.31, 2.16, -1.88)
H (4.71, 1.21, 0.77)
H (7.14, 0.87, 0.61)
H (8.04, -0.98, -0.76)
H (6.51, -2.51, -1.95)
H (4.08, -2.18, -1.81)
H (2.40, 0.75, -3.35)
H (0.93, 0.04, -5.18)
H (-0.70, -1.79, -4.87)
H (-0.69, -3.09, -2.75)
H (1.03, -2.61, -1.07)
S (-0.59, -2.93, 1.11)
C (-2.31, -2.82, 1.38)
N (-2.83, -3.52, 2.37)
C (-4.27, -3.58, 2.65)
C (-4.90, -2.27, 2.21)
C (-4.55, -2.02, 0.75)
N (-3.09, -2.09, 0.60)
H (-2.19, -4.09, 2.91)
H (-4.40, -3.74, 3.72)
H (-4.71, -4.43, 2.13)
H (-4.51, -1.46, 2.82)
H (-5.98, -2.30, 2.34)
H (-4.87, -1.03, 0.43)
H (-5.01, -2.76, 0.10)
H (-2.64, -1.59, -0.15)
S (-2.17, 2.78, -1.99)
C (-1.07, 1.52, -1.68)
N (-1.20, 0.91, -0.54)
C (-2.25, 1.46, 0.21)
C (-2.65, 1.08, 1.49)
C (-3.70, 1.75, 2.08)
C (-4.36, 2.79, 1.40)
C (-3.98, 3.18, 0.14)
C (-2.90, 2.50, -0.45)
H (-0.31, 1.25, -2.40)
H (-2.14, 0.28, 2.02)
H (-4.02, 1.49, 3.08)
H (-5.18, 3.30, 1.89)
H (-4.48, 3.98, -0.37)

These are the Mulliken partial charges, in e, on atoms 1 to 6:
1 Pt 1.88
2 O -0.52
3 N 0.20
4 C -1.14
5 C 0.27
6 C -0.59

=====

# 4
The following is a quantum chemistry calculation of a 2-piece molecular cluster, C6H12O overall in a non-equilibrium geometry, from the Open Molecules 2025 dataset.

## Properties
* relative energy (zero: lowest compared OMol25 entry of this formula, charge and spin): 70.8 kcal/mol
* structure (SMILES): C=CCCO.C=C
* HOMO: -9.2 eV
* lowest unoccupied orbital energy: 0.97 eV
* DFT total energy: -310.9464 a.u.
* spin multiplicity: 1

Positions of all 19 atoms, in Å:
C (0.51, -0.07, 2.28)
C (0.47, -1.26, 1.67)
C (0.60, -0.54, -0.69)
C (-0.29, -1.25, -1.39)
C (0.34, 0.88, -0.31)
C (-1.09, 1.39, -0.37)
O (-1.59, 1.65, -1.67)
H (0.68, 1.05, 0.72)
H (1.44, 0.39, 2.58)
H (-0.40, 0.47, 2.52)
H (-0.46, -1.74, 1.43)
H (1.37, -1.83, 1.48)
H (1.64, -0.87, -0.65)
H (0.02, -2.05, -2.04)
H (-1.34, -0.99, -1.36)
H (0.96, 1.45, -1.01)
H (-1.76, 0.70, 0.18)
H (-1.11, 2.35, 0.15)
H (-1.43, 0.87, -2.21)

These are the Mulliken partial charges, in e, on atoms 1 to 6:
1 C -0.72
2 C -0.48
3 C -0.17
4 C -0.95
5 C -0.25
6 C -0.76

=====

# 5
The following is a quantum chemistry calculation of C11H12N4OPtS7 as an isolated structure, from the Open Molecules 2025 dataset.

## Properties
* relative energy (zero: lowest compared OMol25 entry of this formula, charge and spin): 0.0 kcal/mol
* HOMO: -6.6 eV
* lowest unoccupied orbital energy: 0.01 eV
* DFT total energy: -3627.3697 a.u.
* spin multiplicity: 1

Positions of all 36 atoms, in Å:
Pt (-0.02, -0.33, -0.11)
O (-3.35, -3.57, 4.88)
C (-2.78, -2.99, 4.01)
S (-3.01, -3.33, 2.28)
C (-1.92, -2.11, 1.69)
C (-1.28, -1.35, 2.61)
S (-0.25, -0.01, 2.14)
S (-1.62, -1.66, 4.29)
S (-1.68, -1.90, -0.03)
N (-1.94, -0.73, -3.01)
C (-0.63, -0.51, -3.17)
N (0.23, -0.39, -2.18)
C (1.50, -0.08, -2.65)
C (1.62, -0.02, -3.99)
S (0.09, -0.34, -4.73)
C (2.51, 0.17, -1.62)
C (3.83, 0.35, -1.77)
S (4.58, 0.54, -0.23)
C (3.04, 0.36, 0.54)
N (2.05, 0.18, -0.30)
N (2.90, 0.40, 1.87)
H (-2.30, -0.97, -2.08)
H (-2.52, -0.94, -3.80)
H (2.48, 0.21, -4.58)
H (4.41, 0.36, -2.68)
H (3.71, 0.38, 2.46)
H (1.99, 0.12, 2.26)
C (-2.85, 1.86, 0.48)
S (-1.47, 2.19, -0.63)
C (-0.71, 3.58, 0.21)
H (-2.48, 1.85, 1.51)
H (-3.21, 0.86, 0.26)
H (-3.65, 2.58, 0.36)
H (-1.28, 4.50, 0.10)
H (0.28, 3.73, -0.22)
H (-0.59, 3.35, 1.27)

These are the Mulliken partial charges, in e, on atoms 1 to 6:
1 Pt 0.74
2 O -0.55
3 C 0.56
4 S -0.17
5 C 0.17
6 C 0.08

=====

# 6
The following is a quantum chemistry calculation of C36H30Br2N11O2SY as an isolated structure in a non-equilibrium geometry, from the Open Molecules 2025 dataset.

## Properties
* net charge: +2
* relative energy (zero: lowest compared OMol25 entry of this formula, charge and spin): 0.0 kcal/mol
* HOMO: -12.2 eV
* lowest unoccupied orbital energy: -5.74 eV
* DFT total energy: -7726.9458 a.u.
* spin multiplicity: 1

Positions of all 83 atoms, in Å:
Y (-1.60, 0.37, 0.80)
C (-4.12, 0.63, -1.84)
C (-3.99, 1.89, -1.05)
C (-4.79, 3.01, -1.35)
C (-4.61, 4.19, -0.69)
C (-3.61, 4.28, 0.32)
C (-3.28, 5.46, 1.02)
Br (-4.18, 7.09, 0.64)
C (-2.28, 5.46, 1.96)
C (-1.59, 4.29, 2.26)
Br (-0.19, 4.27, 3.53)
C (-1.88, 3.08, 1.62)
O (-1.23, 1.98, 1.91)
C (-2.89, 3.10, 0.61)
N (-3.08, 1.93, -0.08)
H (-4.15, 0.86, -2.92)
H (-5.07, 0.12, -1.60)
H (-3.29, -0.05, -1.64)
H (-5.55, 2.91, -2.13)
H (-5.20, 5.07, -0.93)
H (-2.02, 6.39, 2.48)
C (2.01, 3.48, -2.64)
N (1.36, 2.67, -1.65)
C (0.21, 2.00, -1.70)
N (0.07, 1.25, -0.61)
C (1.22, 1.51, 0.09)
N (2.00, 2.36, -0.52)
C (3.23, 2.79, -3.21)
C (4.17, 3.54, -3.90)
C (5.31, 2.95, -4.41)
C (5.52, 1.59, -4.25)
C (4.57, 0.83, -3.58)
C (3.42, 1.42, -3.07)
C (4.77, -0.59, -3.43)
N (5.78, -1.29, -3.86)
N (5.56, -2.56, -3.53)
C (4.43, -2.62, -2.90)
O (3.86, -1.39, -2.80)
C (3.79, -3.81, -2.39)
C (4.32, -5.05, -2.72)
C (3.70, -6.20, -2.25)
C (2.56, -6.10, -1.46)
C (2.04, -4.86, -1.12)
C (0.80, -4.82, -0.25)
N (0.51, -3.54, 0.34)
C (-0.11, -2.48, -0.19)
N (-0.23, -1.52, 0.73)
C (0.37, -2.07, 1.82)
N (0.82, -3.28, 1.61)
C (2.65, -3.71, -1.59)
H (2.31, 4.44, -2.17)
H (1.27, 3.71, -3.43)
H (-0.50, 2.08, -2.52)
H (1.48, 1.07, 1.05)
H (4.01, 4.62, -4.03)
H (6.04, 3.55, -4.95)
H (6.42, 1.10, -4.64)
H (2.69, 0.79, -2.55)
H (5.21, -5.09, -3.34)
H (4.09, -7.18, -2.51)
H (2.08, -7.01, -1.09)
H (0.92, -5.52, 0.59)
H (-0.08, -5.12, -0.85)
H (-0.47, -2.44, -1.21)
H (0.48, -1.56, 2.78)
H (2.27, -2.71, -1.34)
C (-4.07, -3.07, 6.01)
C (-3.48, -2.09, 5.08)
C (-2.65, -1.06, 5.47)
C (-2.07, -0.22, 4.50)
N (-2.31, -0.42, 3.20)
C (-3.17, -1.38, 2.83)
S (-3.52, -1.60, 1.20)
N (-3.73, -2.21, 3.76)
C (-1.16, 0.87, 4.90)
H (-4.57, -2.57, 6.85)
H (-3.27, -3.70, 6.44)
H (-4.79, -3.73, 5.49)
H (-2.43, -0.90, 6.53)
H (-4.35, -2.94, 3.42)
H (-0.24, 0.47, 5.35)
H (-1.63, 1.50, 5.67)
H (-0.89, 1.49, 4.04)

These are the Mulliken partial charges, in e, on atoms 1 to 6:
1 Y 0.43
2 C -1.31
3 C 0.76
4 C -0.95
5 C -0.74
6 C 0.36